(1)
Formula: C36H72O18S7
Source: the OMol25 dataset
Level of theory: wB97M-V/def2-TZVPD

Structure (XYZ):
```
133
C36H72O18S7 (wB97M-V/def2-TZVPD)
O -5.23216 -2.31847 -3.56374
S -4.53120 -1.18996 -3.01843
O -3.76220 -1.35086 -1.80640
C -3.39580 -0.53752 -4.26686
C -3.60881 0.97168 -4.34833
C -4.46082 1.46448 -3.15685
C -5.54487 0.34428 -2.85138
H -3.66242 -0.82079 -5.28508
H -2.35073 -0.81885 -4.13724
H -2.57921 1.32948 -4.35114
H -4.07198 1.24625 -5.29606
H -4.92065 2.42414 -3.39287
H -3.75681 1.61461 -2.33835
H -6.18710 0.36528 -3.73184
H -6.20068 0.35111 -1.98077
O 0.68871 -0.59168 -3.94990
S 1.47102 -1.81051 -3.81492
O 1.02099 -2.95079 -3.04533
C 1.81359 -2.25643 -5.59557
C 3.33221 -2.60717 -5.72419
C 3.97722 -1.63117 -4.80871
C 3.25568 -1.61766 -3.48208
H 1.49031 -1.33723 -6.08411
H 1.10233 -3.04295 -5.84775
H 3.49433 -3.60610 -5.31929
H 3.83459 -2.60965 -6.69151
H 4.05586 -0.63173 -5.23653
H 5.01982 -1.78379 -4.52981
H 3.39464 -0.77830 -2.80072
H 3.58060 -2.47519 -2.89287
O 1.04452 -2.32622 2.76306
S 1.25548 -3.69592 2.44631
O 1.64036 -4.60825 3.53479
C -0.13707 -4.36383 1.48933
C 0.44140 -5.33232 0.41989
C 1.62912 -4.53277 -0.16473
C 2.43669 -3.95942 1.06969
H -0.55222 -3.46697 1.02955
H -0.79021 -4.83380 2.22461
H 0.62748 -6.29480 0.89644
H -0.30823 -5.56405 -0.33671
H 1.21634 -3.72576 -0.77008
H 2.21005 -5.25802 -0.73450
H 2.77135 -2.95120 0.82558
H 3.32626 -4.47870 1.42622
O 5.95357 5.56612 -4.51300
S 4.63881 5.02444 -4.76312
O 3.55221 5.91401 -5.10913
C 4.63821 3.61135 -5.91622
C 3.44042 2.78097 -5.55199
C 3.51495 2.66710 -3.98779
C 4.01461 3.95114 -3.42437
H 5.51099 3.03154 -5.61595
H 4.57584 4.08675 -6.89510
H 2.53618 3.36338 -5.72879
H 3.34548 1.83178 -6.07936
H 4.25257 1.88056 -3.82851
H 2.56529 2.41976 -3.51337
H 4.86233 3.76184 -2.76586
H 3.35157 4.57006 -2.81987
O -3.60365 -3.84154 1.39240
S -3.78625 -2.69901 2.30931
O -2.69762 -2.23077 3.13628
C -4.45518 -1.26767 1.36391
C -5.94067 -1.51946 1.23585
C -6.51332 -2.60826 2.22545
C -5.36360 -2.97724 3.20890
H -3.91266 -1.19302 0.42146
H -4.28450 -0.44049 2.05291
H -6.40693 -0.54586 1.38688
H -6.12743 -1.72530 0.18188
H -6.78263 -3.49604 1.65324
H -7.44590 -2.27703 2.68228
H -5.27579 -3.97224 3.64521
H -5.25032 -2.22124 3.98590
O 1.05136 2.03750 3.18886
S 1.51663 1.70656 4.52202
O 2.72318 0.88658 4.83287
C 1.62661 3.24216 5.60221
C 0.29656 3.27555 6.42477
C -0.10574 1.86107 6.73365
C 0.05839 1.03809 5.44227
H 1.92880 4.08137 4.97571
H 2.33185 3.03191 6.40629
H 0.29806 3.98150 7.25527
H -0.38181 3.72149 5.69741
H -1.15206 1.88991 7.03774
H 0.52321 1.54894 7.56738
H -0.82122 1.28950 4.84965
H 0.26283 -0.02276 5.58679
O -1.04831 1.40098 -2.57449
S -0.16021 1.18618 -1.42304
O 1.23835 1.69259 -1.49749
C -0.89756 1.97083 0.07786
C -1.55823 0.83531 0.87120
C -0.67324 -0.37360 0.73906
C -0.21259 -0.54402 -0.71745
H -1.25677 2.97257 -0.15794
H 0.01341 2.21102 0.62607
H -1.55889 1.21547 1.89276
H -2.55472 0.56526 0.52165
H -1.12470 -1.30576 1.07871
H 0.16751 -0.20800 1.41272
H -0.84329 -1.22227 -1.29216
H 0.81972 -0.87939 -0.81726
C 7.14513 -0.10620 -1.10521
C 5.99501 0.64840 -1.61516
O 4.95993 0.90169 -0.67940
C 4.10437 -0.01563 -0.19059
C 3.16241 0.46566 0.92897
O 4.10938 -1.20512 -0.47266
H 7.90968 -0.55718 -1.73781
H 6.76701 -0.98870 -0.58914
H 7.70398 0.43193 -0.33957
H 6.21062 1.61658 -2.06709
H 5.52113 0.07151 -2.40935
H 2.18150 0.18892 0.54256
H 3.22558 1.54271 1.08417
H 3.38275 0.08126 1.92485
C -2.76993 3.58576 3.82781
C -3.84614 2.53399 3.94816
O -3.49590 1.54740 4.89012
C -4.22912 0.56686 5.34341
C -3.58821 -0.04259 6.59424
O -5.34862 0.24529 4.95706
H -1.97175 3.20510 3.19053
H -2.33887 3.78496 4.80894
H -3.03851 4.52754 3.34925
H -4.72814 3.04889 4.32902
H -4.19506 2.14036 2.99348
H -2.77686 -0.65071 6.19425
H -4.26713 -0.78988 7.00501
H -3.27630 0.73589 7.29051
```

Calculated values
Relative energy (zero: lowest compared OMol25 entry of this formula, charge and spin) (kJ/mol): 146.4
E_tot (eV): -151196.898
SMILES: O=S1(=O)CCCC1.O=S1(=O)CCCC1.O=S1(=O)CCCC1.O=S1(=O)CCCC1.O=S1(=O)CCCC1.O=S1(=O)CCCC1.O=S1(=O)CCCC1.CCOC(C)=O.CCOC(C)=O
Multiplicity: 1
Lowest unoccupied orbital energy (Eh): 0.0111
F_max (eV/Å): 3.66
Gap between HOMO and LUMO (eV): 9.96
HOMO level (hartree): -0.35506

(2)
Formula: C4H9NO2
Source: the OMol25 dataset
Level of theory: wB97M-V/def2-TZVPD

Structure (XYZ):
```
16
C4H9NO2 (wB97M-V/def2-TZVPD)
C 0.52530 -1.66101 2.10431
N -0.20379 -1.25563 0.91897
C -0.37979 0.02885 0.53594
O -0.21265 0.97563 1.28048
C -0.65567 0.29582 -0.93523
C 0.33788 1.29383 -1.51479
O -0.32300 2.11757 -2.49604
H -0.11954 -1.52639 2.98922
H 0.69433 -2.72391 1.95914
H 1.40255 -1.11962 2.45602
H -0.78185 -1.97379 0.52199
H -1.70720 0.58733 -1.01809
H -0.61457 -0.60011 -1.55270
H 1.18300 0.71810 -1.85827
H 0.58991 2.00393 -0.73220
H 0.26510 2.83942 -2.65876
```

Calculated values
Relative energy (zero: lowest compared OMol25 entry of this formula, charge and spin) (kJ/mol): 147.7
E_tot (eV): -9878.530
SMILES: CNC(=O)CCO
Multiplicity: 1
Lowest unoccupied orbital energy (Eh): 0.0311
F_max (eV/Å): 2.21
Gap between HOMO and LUMO (eV): 10.48
HOMO level (hartree): -0.35417

(3)
Formula: C24H42N2OP2Pb
Source: the OMol25 dataset
Level of theory: wB97M-V/def2-TZVPD

Structure (XYZ):
```
72
C24H42N2OP2Pb (wB97M-V/def2-TZVPD)
Pb 0.07216 -0.62182 -0.88625
P 2.55346 -0.74482 -1.05345
P -2.40844 -0.49472 -0.67475
N 0.03066 0.43438 -2.32775
H 1.50976 -3.15962 1.38655
C 3.31786 -2.22562 -1.88125
H 4.42156 -2.16962 -1.90495
H 2.93356 -2.29162 -2.91335
H 3.01176 -3.13782 -1.34085
C 3.49396 -0.69552 0.53975
H 4.57296 -0.87322 0.38485
H 3.08936 -1.46222 1.22135
H 3.34586 0.29378 1.00305
C 3.28726 0.65168 -2.00675
H 4.38896 0.65868 -1.93375
H 2.87726 1.59518 -1.61105
H 2.98406 0.56058 -3.06255
C -3.44564 -1.86622 -1.38355
H -4.52784 -1.66952 -1.27585
H -3.19354 -2.80932 -0.86985
H -3.19984 -1.97952 -2.45315
C -3.07894 -0.37972 1.04575
H -4.18334 -0.37302 1.05815
H -2.69884 0.54558 1.50975
H -2.70794 -1.23842 1.62995
C -3.11644 0.99338 -1.50105
H -4.19664 1.09808 -1.29795
H -2.94624 0.90898 -2.58685
H -2.57554 1.88138 -1.13545
C 0.05566 1.24258 -3.42965
C 0.09716 1.55028 -5.85465
C 0.06856 0.70248 -4.74275
C 0.07206 2.65468 -3.27215
C 0.10136 3.48848 -4.39265
C 0.11406 2.94508 -5.68885
H 0.10686 1.11948 -6.86215
H 0.05576 -0.38572 -4.86005
H 0.06316 3.06258 -2.25675
H 0.11466 4.57558 -4.25555
H 0.13686 3.60378 -6.56315
C 0.43016 -3.22902 1.12165
O 0.10756 -2.14352 0.29545
C 0.20746 -4.54412 0.36295
H -0.22834 -5.30222 1.03815
H 1.15856 -4.93832 -0.03645
H -0.48954 -4.38562 -0.47755
C -0.39134 -3.15252 2.41375
H -1.34224 -3.70422 2.30955
H -0.61854 -2.09962 2.65735
H 0.17686 -3.58042 3.25565
C -1.92894 1.44738 3.84685
N -1.30084 0.13218 3.58395
C -1.52114 -0.70272 4.78365
C 0.15166 0.26438 3.30315
C 0.48256 1.26208 2.21235
C 0.89376 2.51198 2.76085
C 1.30496 3.56398 1.96835
C 1.34716 3.39248 0.60895
C 0.95436 2.18038 0.06045
C 0.48336 1.07648 0.76045
H -3.01324 1.32078 4.05795
H -1.86054 2.11158 2.96095
H -1.45134 1.95978 4.71115
H -1.01734 -1.68502 4.71315
H -1.13334 -0.20502 5.70125
H -2.60744 -0.89702 4.91615
H 0.64086 0.57428 4.25665
H 0.69886 -0.66682 3.09265
H 0.90346 2.68528 3.83085
H 1.61396 4.50148 2.41295
H 1.69896 4.19258 -0.03045
H 1.05226 2.07058 -0.95295
```

Calculated values
Relative energy (zero: lowest compared OMol25 entry of this formula, charge and spin) (kJ/mol): 195.1
E_tot (eV): -54415.128
Multiplicity: 1
Lowest unoccupied orbital energy (Eh): 0.0185
F_max (eV/Å): 8.45
Gap between HOMO and LUMO (eV): 6.74
HOMO level (hartree): -0.22929

(4)
Formula: C6H8N4
Source: the OMol25 dataset
Level of theory: wB97M-V/def2-TZVPD

Structure (XYZ):
```
18
C6H8N4 (wB97M-V/def2-TZVPD)
C 0.74099 -2.26906 -0.00781
N 0.75853 -0.89758 -0.09340
C 1.75647 -0.27125 -0.52075
C 1.84390 1.22723 -0.47710
C 0.87046 2.08600 -0.13378
C -0.51030 1.86958 0.18612
C -1.36863 0.90301 0.27416
N -2.30274 0.08894 0.72580
N -3.25869 -0.39947 -0.02914
N -4.03383 -0.84422 -0.71252
H -0.07474 -2.75273 -0.50912
H 1.63957 -2.75488 -0.24084
H 0.39272 -2.55176 1.11044
H 2.75187 -0.58287 -0.93188
H 2.87829 1.69627 -0.64560
H 1.17156 3.04618 -0.02488
H -1.01851 2.74346 0.38175
H -2.23692 -0.33683 1.64855
```

Calculated values
Relative energy (zero: lowest compared OMol25 entry of this formula, charge and spin) (kJ/mol): 504.1
E_tot (eV): -12285.879
SMILES: C/N=C/C=C\C=C=[NH+][N+]#N
Multiplicity: 1
Lowest unoccupied orbital energy (Eh): -0.4019
F_max (eV/Å): 5.30
Gap between HOMO and LUMO (eV): 6.81
HOMO level (hartree): -0.65202
Charge: +2

(5)
Formula: C40H41GaN5O2
Source: the OMol25 dataset
Level of theory: wB97M-V/def2-TZVPD

Structure (XYZ):
```
89
C40H41GaN5O2 (wB97M-V/def2-TZVPD)
Ga 0.35824 -0.69494 -0.79834
C 4.85740 -1.04274 -0.08099
O 4.51210 -0.86992 -1.45108
C 3.17818 -0.86344 -1.50413
N 2.53377 -1.20173 -0.42668
C 3.54871 -1.51649 0.59379
C 3.31266 -0.92618 1.96926
C 4.36743 -0.47920 2.75746
C 4.12615 0.02618 4.02500
C 2.83957 0.06670 4.53470
C 1.78877 -0.39714 3.76372
C 2.02795 -0.88957 2.49339
C 2.52453 -0.45972 -2.70618
C 3.20148 -0.20481 -3.90460
C 2.49068 0.21841 -5.00760
C 1.11283 0.43597 -4.87157
C 0.51287 0.16097 -3.66059
N 1.18062 -0.31993 -2.59847
C -0.90955 0.36498 -3.45326
N -1.51652 0.00897 -2.38711
C -2.92391 0.36612 -2.55723
C -2.93199 1.10631 -3.92807
O -1.60987 0.93497 -4.43037
C -3.51267 1.27392 -1.50656
C -2.73070 2.22129 -0.86664
C -3.30627 3.09732 0.03893
C -4.66401 3.03228 0.30043
C -5.45130 2.09420 -0.34765
C -4.87934 1.22136 -1.25571
H 5.17849 -0.06774 0.30452
H 5.67969 -1.75602 -0.01773
H 3.56287 -2.61376 0.71098
H 5.38728 -0.52656 2.40538
H 4.95134 0.38820 4.62012
H 2.65918 0.44434 5.53035
H 0.77741 -0.37482 4.13962
H 1.19799 -1.23205 1.89026
H 4.26579 -0.37093 -3.94945
H 2.97708 0.39417 -5.95373
H 0.50895 0.79414 -5.69040
H -3.51019 -0.56072 -2.59185
H -3.11167 2.18032 -3.80273
H -3.64518 0.71170 -4.65247
H -1.67248 2.24597 -1.06673
H -2.69905 3.84216 0.53120
H -5.12158 3.72562 0.98941
H -6.50910 2.04379 -0.13793
H -5.49623 0.49976 -1.77146
C 2.37670 2.23756 1.09305
C 1.05302 3.00326 1.10235
C 0.66391 3.36893 -0.33177
C -0.00933 2.25074 1.88250
C -0.38815 2.80999 3.08487
C -1.31592 2.20560 3.91263
C -1.88885 1.01374 3.51239
C -1.55638 0.38538 2.32474
C -2.32279 -0.90438 2.06816
C -1.46369 -2.13600 2.35450
C -2.96880 -1.03316 0.69336
C -0.57925 0.99717 1.47089
N -0.28362 0.58730 0.23250
H 3.14180 2.82955 0.59408
H 2.23944 1.30082 0.55151
H 2.70661 2.01933 2.10651
H 1.21903 3.94636 1.63897
H 0.59723 2.46777 -0.94296
H 1.42512 4.02390 -0.75353
H -0.28634 3.89710 -0.34951
H 0.05717 3.74366 3.39217
H -1.59988 2.66138 4.84769
H -2.62651 0.55574 4.15373
H -3.14419 -0.91688 2.79415
H -0.73200 -2.25924 1.55550
H -2.08933 -3.02753 2.39557
H -0.94473 -2.03358 3.30432
H -2.21202 -1.03223 -0.09200
H -3.65134 -0.20687 0.52620
H -3.53740 -1.96094 0.64035
C -0.31152 -5.46584 -1.38017
C 0.39349 -4.96750 -0.29299
C 0.59710 -3.60526 -0.20923
N 0.14170 -2.75859 -1.13192
C -0.55745 -3.22826 -2.16154
C -0.80195 -4.57856 -2.32731
H -0.47046 -6.52562 -1.49639
H 0.78650 -5.61747 0.47516
H 1.17413 -3.15868 0.59285
H -0.89874 -2.48413 -2.86826
H -1.35070 -4.93623 -3.18435
```

Calculated values
E_tot (eV): -106061.871
Multiplicity: 1
Lowest unoccupied orbital energy (Eh): -0.1614
F_max (eV/Å): 2.96
Gap between HOMO and LUMO (eV): 3.79
HOMO level (hartree): -0.30064
Charge: +1

(6)
Formula: C17H41AlO10P3
Source: the OMol25 dataset
Level of theory: wB97M-V/def2-TZVPD

Structure (XYZ):
```
72
C17H41AlO10P3 (wB97M-V/def2-TZVPD)
C 0.52127 5.45566 1.02033
C 0.12577 4.78838 1.93149
C -0.23876 3.75082 2.94274
C 1.07425 3.23271 3.61753
C 1.35325 1.71281 3.44494
Al 1.25544 0.94675 1.55423
O 0.53766 2.05375 0.30040
C 0.11457 -0.74933 1.67762
C -0.03687 -1.32384 0.23725
C 0.81880 -1.73692 2.66043
C 0.16618 -1.74013 4.07749
C 1.23070 -1.82375 5.21247
P 3.38694 0.33919 0.68334
C 4.75736 1.16483 1.69633
O 3.60223 -1.35279 0.78017
H 1.00219 5.90182 0.18184
H -0.76490 2.92928 2.44389
H -0.94298 4.22085 3.64037
H 0.96165 3.43904 4.69958
H 1.90207 3.86376 3.27330
H 0.66614 1.13447 4.08755
H 2.35728 1.54095 3.88009
H -0.38406 1.80099 0.18686
H -0.87262 -0.48339 2.09623
H 0.94058 -1.21162 -0.25485
H -0.31694 -2.39089 0.32534
H -0.79468 -0.81655 -0.37061
H 0.82083 -2.75198 2.23549
H 1.84875 -1.37469 2.82438
H -0.43810 -2.65613 4.16497
H -0.49682 -0.87831 4.21355
H 1.47235 -0.81262 5.57093
H 0.88780 -2.42838 6.06212
H 2.15397 -2.26267 4.81204
H 4.31185 1.71302 2.53464
H 5.44037 0.36920 2.01423
H 5.23017 1.88743 1.02254
H 3.69528 -1.66403 -0.12261
C 3.21342 -0.13348 -4.84152
O 2.90755 0.61394 -3.68792
P 1.38245 1.30567 -3.49716
O 0.62918 0.01586 -3.65702
O 1.45050 2.12449 -4.93747
C 2.61919 2.74573 -5.44544
O 0.00608 2.16777 -3.03779
C 0.20765 3.47118 -2.46136
H 3.68750 -1.06552 -4.53419
H 2.34337 -0.34438 -5.46248
H 3.95226 0.41242 -5.44092
H 2.88909 2.25637 -6.38425
H 3.46436 2.69490 -4.75965
H 2.40879 3.79309 -5.67339
H 0.65475 4.14959 -3.19789
H 0.84238 3.40135 -1.57743
H -0.76321 3.86184 -2.16347
C -3.69293 -4.61096 0.61618
O -3.26450 -3.95184 -0.55758
P -3.97760 -2.50982 -1.04071
O -3.68968 -1.79947 0.24926
O -5.50837 -3.14541 -1.04135
C -5.83216 -4.44930 -1.49907
O -4.60066 -1.10534 -1.75919
C -4.78796 -1.12635 -3.18303
H -2.81308 -4.88341 1.19731
H -4.37107 -4.01234 1.22232
H -4.19354 -5.54705 0.34296
H -6.22799 -5.02054 -0.65701
H -4.97951 -4.97968 -1.92165
H -6.62173 -4.38845 -2.25094
H -5.54532 -1.86728 -3.45878
H -3.84864 -1.34967 -3.69075
H -5.12797 -0.14084 -3.49337
```

Calculated values
Relative energy (zero: lowest compared OMol25 entry of this formula, charge and spin) (kJ/mol): 0.0
E_tot (eV): -73229.257
Multiplicity: 1
Lowest unoccupied orbital energy (Eh): -0.0084
F_max (eV/Å): 8.83
Gap between HOMO and LUMO (eV): 3.24
HOMO level (hartree): -0.12742
Charge: -1

Among the records above, which one has the lowest HOMO level?
C6H8N4